No. 1
Molecular formula: C6H18NO3
Method: DFT, ωB97M-V/def2-TZVPD

Each line ends with the natural charge from an NBO analysis.
Element x y z (Å)
1 C 2.3594 -0.4565 0.3882  -0.006
2 O 2.8431 0.0400 -0.7660  -0.822
3 C 1.0725 0.4346 0.9637  -0.046
4 C -0.2528 -0.0861 0.2623  -0.446
5 C -1.5545 0.3371 0.9133  -0.211
6 C -2.7269 0.4338 -0.0588  -0.598
7 C -1.9408 -0.5454 2.1409  -0.622
8 N 1.4981 1.7884 0.8675  -0.891
9 H 3.1037 -0.6856 1.1111  0.140
10 H 1.9123 -1.5773 0.2124  0.080
11 H 0.9092 0.0420 2.0577  0.124
12 H -0.1249 -1.1840 0.4641  0.204
13 H -0.3589 0.3297 -0.7520  0.245
14 H -1.3159 1.4196 1.3393  0.175
15 H -3.0301 -0.6363 -0.5091  0.203
16 H -2.4557 1.0603 -1.0603  0.207
17 H -3.4854 0.9666 0.3914  0.193
18 H -2.7157 -0.2824 2.8434  0.197
19 H -2.3323 -1.5320 1.8110  0.194
20 H -1.0976 -0.6410 2.7860  0.209
21 H 2.3253 1.8615 0.2788  0.394
22 H 0.8847 2.5417 0.8129  0.354
23 H 0.4108 -2.3520 -2.5889  0.436
24 H 0.6105 -0.8816 -3.1139  0.513
25 O 0.4089 -1.8976 -3.3508  -1.038
26 H 1.9665 0.1362 -1.5542  0.502
27 H 1.6983 1.0471 -3.2239  0.452
28 O 1.3883 0.3191 -2.6660  -1.143

Cartesian forces (eV/Å) of the 2 atoms listed first:
-3.57 -2.05 -0.66
-0.30 0.46 -0.13

Computed properties:
Electronic energy, hartree: -519.83998
Total charge: -1
Energy above the lowest of the compared OMol25 structures with the same formula, charge and spin, kcal per mole: 41.7
M, g/mol: 152.2



No. 2
Molecular formula: C20H13N3O4RuS
Method: DFT, ωB97M-V/def2-TZVPD

Each line ends with the Löwdin spin population.
Element x y z (Å)
1 Ru 0.1947 1.3946 0.2475  2.317
2 C 4.0327 -0.5865 -3.7112  0.204
3 C 4.6950 -0.9382 -2.5201  0.022
4 C 4.0962 -0.7294 -1.3109  0.088
5 C 2.7990 -0.1401 -1.2803  0.144
6 C 2.1350 0.2063 -2.4936  0.087
7 C 2.7485 -0.0173 -3.6941  0.024
8 N 2.1221 0.1232 -0.1339  0.169
9 N 2.6793 -0.2591 0.9741  -0.019
10 C 2.0230 0.0855 2.0866  0.120
11 C 2.5515 -0.3840 3.3255  0.037
12 C 1.9052 -0.0768 4.4892  0.021
13 C 0.7352 0.7012 4.4361  0.136
14 C 0.2002 1.1831 3.2350  0.019
15 C 0.8366 0.8895 2.0547  0.093
16 H 4.5224 -0.7623 -4.6603  0.008
17 H 5.6818 -1.3763 -2.5723  -0.001
18 H 4.5854 -0.9928 -0.3853  0.002
19 H 1.1340 0.6237 -2.4521  0.005
20 H 2.2565 0.2324 -4.6232  -0.001
21 H 3.4498 -0.9857 3.2932  0.001
22 H 2.2728 -0.4254 5.4433  0.000
23 H 0.2192 0.9362 5.3591  0.006
24 H -0.7084 1.7713 3.2664  0.002
25 O -1.8317 -1.5488 1.7697  0.059
26 C -2.1703 -0.8800 0.8440  0.019
27 N -1.3185 0.1209 0.2539  0.258
28 S -2.1708 1.0867 -0.7834  0.016
29 O -2.4510 2.3186 -0.0908  0.076
30 O -1.2127 1.2507 -1.8770  0.014
31 C -3.5462 0.0479 -0.9499  0.006
32 C -4.6434 0.1604 -1.7767  -0.001
33 C -5.6501 -0.7849 -1.6070  0.005
34 C -5.5501 -1.7763 -0.6355  0.004
35 C -4.4419 -1.8631 0.1997  0.001
36 C -3.4266 -0.9383 0.0372  0.006
37 H -4.7204 0.9416 -2.5198  0.000
38 H -6.5278 -0.7457 -2.2372  0.000
39 H -6.3540 -2.4915 -0.5289  0.000
40 H -4.3630 -2.6289 0.9594  0.000
41 O 1.9036 4.1006 0.2881  0.019
42 C 1.3073 3.1572 0.2808  0.034

Cartesian forces (eV/Å) of the 2 atoms listed first:
0.00 -0.16 -0.16
0.01 -0.01 0.01

Computed properties:
Electronic energy, hartree: -1727.48789
Total charge: +2
Spin multiplicity: 5
M, g/mol: 492.5



No. 3
Molecular formula: C7H7FOS
Method: DFT, ωB97M-V/def2-TZVPD

Each line ends with the natural charge from an NBO analysis.
Element x y z (Å)
1 C -1.6945 0.1663 0.0618  -0.661
2 C -1.1694 -1.1537 0.5730  0.298
3 F -1.2095 -2.1518 -0.4420  -0.359
4 C -1.6940 -1.5668 1.9113  0.406
5 O -2.0265 -2.6380 2.3134  -0.473
6 C 0.6218 -0.9078 0.8288  -0.193
7 C 1.4775 -1.1407 -0.1703  -0.302
8 C 2.7653 -0.6119 0.1963  -0.238
9 C 2.7337 0.0978 1.3741  -0.393
10 S 1.1418 0.0871 2.1270  0.403
11 H -2.5840 0.1775 -0.4816  0.236
12 H -0.9606 0.6351 -0.5112  0.234
13 H -1.5950 0.9150 0.9089  0.229
14 H -1.4607 -0.6298 2.5796  0.090
15 H 1.3317 -1.7997 -1.0194  0.252
16 H 3.5992 -0.7163 -0.5142  0.234
17 H 3.3085 0.6818 2.0548  0.238

Cartesian forces (eV/Å) of the 2 atoms listed first:
1.73 0.86 2.65
3.42 -0.73 -1.49

Computed properties:
Electronic energy, hartree: -844.13810
Total charge: 0
Structure (SMILES): C[C@](F)(C=O)c1cccs1
Energy above the lowest of the compared OMol25 structures with the same formula, charge and spin, kcal per mole: 11.6
M, g/mol: 158.2



No. 4
Molecular formula: CH3IOS2
Method: DFT, ωB97M-V/def2-TZVPD

Each line ends with the natural charge from an NBO analysis.
Element x y z (Å)
1 C -1.2478 0.2983 -0.1760  -0.282
2 O -0.0772 -0.0752 -0.9123  -0.684
3 S 0.7358 -1.3595 -0.3154  0.464
4 S 1.8999 -0.6818 1.0810  -0.106
5 I 3.3604 0.9471 0.1144  0.023
6 H -2.0168 -0.5764 -0.0131  0.178
7 H -1.6209 1.1394 -0.7326  0.214
8 H -1.0334 0.3080 0.9540  0.194

Cartesian forces (eV/Å) of the 2 atoms listed first:
-0.70 -2.80 2.40
-0.58 -0.30 0.42

Computed properties:
Electronic energy, hartree: -1209.16997
Total charge: 0
Structure (SMILES): COSSI
Energy above the lowest of the compared OMol25 structures with the same formula, charge and spin, kcal per mole: 14.5
M, g/mol: 222.1



No. 5
Molecular formula: C9H22CuN4O7
Method: DFT, ωB97M-V/def2-TZVPD

Each line ends with the Löwdin spin population.
Element x y z (Å)
1 O 1.8668 3.5933 -2.3610  0.000
2 H 2.3779 3.9704 -3.0971  0.000
3 Cu 0.0724 0.0914 0.1661  0.614
4 N -1.8300 -0.1715 0.3491  0.093
5 N -0.4643 1.9168 0.3249  0.103
6 N 0.5635 -1.7743 0.0601  0.048
7 N 1.9530 0.2582 -0.0404  0.048
8 O -2.4055 -1.3397 0.3141  0.035
9 O -0.3068 -2.8058 0.2448  0.009
10 O 2.6195 1.4419 -0.0992  0.009
11 O 0.3827 2.8809 0.2184  0.044
12 C -1.7722 2.1278 0.6257  -0.001
13 C -2.5515 0.9325 0.6470  -0.001
14 C 1.8693 -2.0465 0.0694  -0.001
15 C 2.6768 -0.8627 0.0101  -0.002
16 C -3.9828 0.8086 1.0386  0.002
17 H -4.0930 0.0978 1.8692  0.000
18 H -4.5944 0.4381 0.2046  0.000
19 H -4.3928 1.7727 1.3559  0.000
20 C -2.2076 3.5003 0.9917  0.002
21 H -1.9377 4.2064 0.1971  0.000
22 H -1.7131 3.8236 1.9192  0.000
23 H -3.2870 3.5588 1.1501  0.000
24 C 2.4032 -3.4194 0.2623  0.001
25 C 4.1607 -0.8650 0.0730  0.000
26 H 1.6672 -4.1789 -0.0115  0.000
27 H 2.6801 -3.5857 1.3135  0.000
28 H 3.3023 -3.5695 -0.3444  0.000
29 H 4.5380 0.1363 0.2996  0.000
30 H 4.5841 -1.1898 -0.8861  0.000
31 H 4.5147 -1.5649 0.8400  0.000
32 H -1.2152 -2.3001 0.3038  0.001
33 H 1.8927 2.1509 -0.0116  0.000
34 C 1.0220 2.5873 -2.9191  0.000
35 H 0.0631 2.6526 -2.4083  0.000
36 H 1.4681 1.6039 -2.7585  0.000
37 H 0.8742 2.7682 -3.9939  0.000
38 O -0.9162 -0.6784 -2.7902  -0.001
39 H -0.4254 -1.5198 -2.7075  0.000
40 H -1.7679 -0.8677 -2.3429  0.000
41 O 0.3616 -0.0093 2.7221  -0.002
42 H -0.3237 -0.4590 3.2515  0.000
43 H 1.2130 -0.2788 3.1197  0.000

Cartesian forces (eV/Å) of the 2 atoms listed first:
0.39 0.33 -0.67
-0.21 -0.20 0.60

Computed properties:
Electronic energy, hartree: -2742.09821
Total charge: 0
Spin multiplicity: 2
Energy above the lowest of the compared OMol25 structures with the same formula, charge and spin, kcal per mole: 0.0
M, g/mol: 361.8



Which value of M does entry 4 give? 222.1 g/mol



Which formula does entry 4 have? CH3IOS2



What did the second record say?
Molecular formula: C20H13N3O4RuS
Method: DFT, ωB97M-V/def2-TZVPD

Each line ends with the Löwdin spin population.
Element x y z (Å)
1 Ru 0.1947 1.3946 0.2475  2.317
2 C 4.0327 -0.5865 -3.7112  0.204
3 C 4.6950 -0.9382 -2.5201  0.022
4 C 4.0962 -0.7294 -1.3109  0.088
5 C 2.7990 -0.1401 -1.2803  0.144
6 C 2.1350 0.2063 -2.4936  0.087
7 C 2.7485 -0.0173 -3.6941  0.024
8 N 2.1221 0.1232 -0.1339  0.169
9 N 2.6793 -0.2591 0.9741  -0.019
10 C 2.0230 0.0855 2.0866  0.120
11 C 2.5515 -0.3840 3.3255  0.037
12 C 1.9052 -0.0768 4.4892  0.021
13 C 0.7352 0.7012 4.4361  0.136
14 C 0.2002 1.1831 3.2350  0.019
15 C 0.8366 0.8895 2.0547  0.093
16 H 4.5224 -0.7623 -4.6603  0.008
17 H 5.6818 -1.3763 -2.5723  -0.001
18 H 4.5854 -0.9928 -0.3853  0.002
19 H 1.1340 0.6237 -2.4521  0.005
20 H 2.2565 0.2324 -4.6232  -0.001
21 H 3.4498 -0.9857 3.2932  0.001
22 H 2.2728 -0.4254 5.4433  0.000
23 H 0.2192 0.9362 5.3591  0.006
24 H -0.7084 1.7713 3.2664  0.002
25 O -1.8317 -1.5488 1.7697  0.059
26 C -2.1703 -0.8800 0.8440  0.019
27 N -1.3185 0.1209 0.2539  0.258
28 S -2.1708 1.0867 -0.7834  0.016
29 O -2.4510 2.3186 -0.0908  0.076
30 O -1.2127 1.2507 -1.8770  0.014
31 C -3.5462 0.0479 -0.9499  0.006
32 C -4.6434 0.1604 -1.7767  -0.001
33 C -5.6501 -0.7849 -1.6070  0.005
34 C -5.5501 -1.7763 -0.6355  0.004
35 C -4.4419 -1.8631 0.1997  0.001
36 C -3.4266 -0.9383 0.0372  0.006
37 H -4.7204 0.9416 -2.5198  0.000
38 H -6.5278 -0.7457 -2.2372  0.000
39 H -6.3540 -2.4915 -0.5289  0.000
40 H -4.3630 -2.6289 0.9594  0.000
41 O 1.9036 4.1006 0.2881  0.019
42 C 1.3073 3.1572 0.2808  0.034

Cartesian forces (eV/Å) of the 2 atoms listed first:
0.00 -0.16 -0.16
0.01 -0.01 0.01

Computed properties:
Electronic energy, hartree: -1727.48789
Total charge: +2
Spin multiplicity: 5
M, g/mol: 492.5